Entry 1:
# C4H5NO

A single C4H5NO molecule in a non-equilibrium geometry (ωB97M-V/def2-TZVPD, the OMol25 dataset).

Last columns: bonded neighbours and bond lengths (Å).
Positions of all 11 atoms, in Å:
1 H -0.2852 -1.9053 1.0967  N2 1.023
2 N 0.6318 -1.6054 1.4364  H1 1.023, C3 1.262
3 C 0.4732 -0.6142 0.6712  N2 1.262, C4 1.585, C6 1.514
4 C -0.7730 -0.3298 -0.2654  C3 1.585, C5 1.530, H8 1.106, H9 1.105
5 C -0.0217 0.9089 -0.7573  C4 1.530, C6 1.534, H10 1.086, H11 1.087
6 C 1.1592 0.6456 0.1861  C3 1.514, C5 1.534, O7 1.197
7 O 2.1832 1.2135 0.4351  C6 1.197
8 H -1.0051 -1.0782 -1.0458  C4 1.106
9 H -1.7309 -0.1236 0.2446  C4 1.105
10 H -0.5133 1.8522 -0.5405  C5 1.086
11 H 0.2824 0.8488 -1.7992  C5 1.087

Calculated values
Energy above the lowest of the compared OMol25 structures with the same formula, charge and spin ... 50.0 kcal/mol
Structure (SMILES) ... [H]/N=C1\CCC1=O
Frontier orbital gap ... 9.6 eV
LUMO ... -0.42 eV

Entry 2:
# C4H5NO

A single C4H5NO molecule in a non-equilibrium geometry (ωB97M-V/def2-TZVPD, the OMol25 dataset).

Last columns: bonded neighbours and bond lengths (Å).
Positions of all 11 atoms, in Å:
1 O 2.0992 0.4891 -0.0831  C2 1.355, H7 0.982
2 C 0.7863 0.1687 -0.1801  O1 1.355, C3 1.352, N6 1.369
3 C 0.1705 -1.0327 -0.2585  C2 1.352, C4 1.438, H8 1.082
4 C -1.2469 -0.8337 -0.1155  C3 1.438, C5 1.394, H9 1.129
5 C -1.4212 0.5480 -0.0470  C4 1.394, N6 1.377, H10 1.088
6 N -0.1763 1.1364 -0.0710  C2 1.369, C5 1.377, H11 1.009
7 H 2.5399 -0.2979 0.3057  O1 0.982
8 H 0.6218 -2.0070 -0.3906  C3 1.082
9 H -1.1193 -1.4771 0.8033  C4 1.129
10 H -2.2935 1.1843 0.0851  C5 1.088
11 H 0.0395 2.1218 -0.0483  N6 1.009

Calculated values
Energy above the lowest of the compared OMol25 structures with the same formula, charge and spin ... 59.2 kcal/mol
Structure (SMILES) ... Oc1ccc[nH]1
Frontier orbital gap ... 8.6 eV
LUMO ... 0.68 eV

- What is the formula in the second record?
  C4H5NO

- Which formula does entry 1 have?
  C4H5NO

- What is the energy above the lowest of the compared OMol25 structures with the same formula, charge and spin in the first record?
  50.0 kcal/mol